Formula: C5H11NO2
Source: OMol25
Level of theory: ωB97M-V/def2-TZVPD

Atoms and positions in Å:
1 C -1.119 0.113 -2.399
2 N 0.267 0.584 -2.334
3 O 0.595 1.183 -1.338
4 O 0.992 0.312 -3.266
5 H -1.330 -0.259 -3.399
6 H -1.244 -0.686 -1.667
7 H -1.786 0.931 -2.135
8 C 1.467 -0.265 0.370
9 C 0.463 -0.192 1.234
10 C -0.537 -1.296 1.409
11 C 0.245 1.006 2.102
12 H 2.212 0.505 0.285
13 H 1.615 -1.138 -0.247
14 H -0.290 -2.163 0.798
15 H -1.539 -0.951 1.146
16 H -0.563 -1.606 2.454
17 H 0.438 0.758 3.147
18 H -0.788 1.344 2.031
19 H 0.902 1.818 1.806

Values from the calculation:
Largest force on an atom   1.04 eV/Å
HOMO energy   -8.8184 eV
Relative energy (zero: lowest compared OMol25 entry of this formula, charge and spin)   429.11 kJ/mol
Multiplicity   1
Orbital gap   9.3 eV
SMILES string   C[N+](=O)[O-].C=C(C)C
Energy   -402.2147 hartree